ORCA calculation (ωB97M-V/def2-TZVPD) on a cluster of 5 separate species, C25H57BClN10O12PS in total.

Output
highest occupied orbital energy	-7.1	eV
total energy	-3661.9494	a.u.

```
108
C25H57BClN10O12PS ωB97M-V/def2-TZVPD
C 3.376 -4.552 -1.552
C 3.554 -3.257 -0.724
O 2.333 -2.527 -0.810
C 2.460 -1.151 -1.091
C 1.733 -0.224 -0.105
P 2.570 0.064 1.609
C 3.859 1.367 1.256
C 3.564 -1.428 2.064
C 2.628 -2.545 2.560
N 1.908 1.111 -0.713
C 0.727 1.891 -0.679
O 0.692 3.047 -0.565
C -0.463 0.878 -0.914
C -0.423 0.611 -2.433
C -1.277 1.572 -3.279
C -0.715 3.001 -3.296
S -1.351 3.997 -4.649
O -0.329 4.937 -4.955
O -1.722 3.227 -5.782
O -2.607 4.752 -4.030
B -1.838 1.443 -0.298
O -1.878 2.506 0.574
N -3.104 0.815 -0.756
C -3.680 -0.101 0.246
C -4.101 1.905 -0.957
C 0.123 -0.306 -0.061
Cl -0.313 0.092 1.690
C -0.539 -1.673 -0.408
C -1.005 -2.559 0.764
C -1.534 -3.904 0.136
C -2.741 -4.455 0.860
O -2.761 -5.586 1.187
O -3.813 -3.645 1.132
C -3.961 -3.535 2.566
C -4.517 -2.169 2.965
H 2.854 -5.297 -0.950
H 2.768 -4.346 -2.432
H 4.347 -4.936 -1.860
H 3.707 -3.569 0.309
H 4.413 -2.733 -1.149
H 3.491 -0.793 -1.183
H 1.989 -0.983 -2.076
H 4.646 1.222 2.003
H 4.326 1.248 0.277
H 3.446 2.365 1.355
H 4.247 -1.771 1.286
H 4.184 -1.139 2.917
H 2.087 -2.180 3.429
H 1.970 -2.927 1.774
H 3.274 -3.381 2.840
H 2.419 1.132 -1.583
H 0.601 0.711 -2.805
H -0.735 -0.398 -2.708
H -2.338 1.532 -3.038
H -1.199 1.211 -4.308
H 0.367 2.936 -3.380
H -0.935 3.524 -2.360
H -2.402 4.895 -3.084
H -2.320 2.206 1.382
H -3.546 -1.138 -0.070
H -3.190 -0.027 1.226
H -4.751 0.043 0.372
H -4.498 2.264 0.000
H -4.951 1.527 -1.543
H -3.642 2.730 -1.507
H -1.437 -1.435 -0.984
H 0.081 -2.299 -1.052
H -1.850 -2.146 1.303
H -0.211 -2.783 1.474
H -1.779 -3.676 -0.905
H -0.737 -4.641 0.146
H -2.997 -3.660 3.063
H -4.613 -4.324 2.940
H -3.734 -1.499 3.319
H -5.253 -2.266 3.762
H -4.998 -1.683 2.121
C 7.305 -0.452 1.326
O 6.587 -0.916 2.190
N 6.836 -0.085 0.096
N 8.647 -0.257 1.511
H 7.411 0.300 -0.629
H 5.855 -0.212 -0.073
H 9.027 -0.515 2.403
H 9.257 0.124 0.813
C 4.325 -1.448 6.076
O 4.359 -1.444 4.861
N 3.346 -0.808 6.783
N 5.261 -2.092 6.834
H 3.297 -0.798 7.784
H 2.642 -0.324 6.255
H 5.994 -2.571 6.344
H 5.252 -2.108 7.836
C -2.223 7.147 -1.141
O -2.430 5.955 -1.312
N -3.199 8.085 -1.294
N -1.001 7.626 -0.784
H -3.052 9.067 -1.159
H -4.111 7.760 -1.557
H -0.263 6.955 -0.665
H -0.805 8.598 -0.639
C -6.948 -0.210 -3.615
O -6.679 0.711 -2.866
N -6.939 -0.075 -4.973
N -7.279 -1.454 -3.158
H -7.156 -0.819 -5.608
H -6.698 0.827 -5.342
H -7.294 -1.588 -2.163
H -7.504 -2.226 -3.757
```

Mulliken atomic charge list, values in e, 99 entries:
1. C -1.464
2. C 0.116
3. O -0.005
4. C -1.732
5. C 1.645
6. P -0.047
7. C -1.182
8. C 0.084
9. C -1.701
10. N -0.069
11. C -1.977
12. O -0.539
13. C 1.557
14. C -0.878
15. C -1.384
16. C -0.507
17. S 1.451
18. O -0.681
19. O -0.670
20. O -0.449
21. B 0.061
22. O -0.575
23. N 0.085
24. C -1.174
25. C -0.899
26. C 0.239
27. Cl -0.242
28. C -1.703
29. C -0.105
30. C -0.449
31. C 0.110
32. O -0.581
33. O -0.295
34. C -0.275
35. C -0.948
36. H 0.330
37. H 0.328
38. H 0.401
39. H 0.119
40. H 0.268
41. H 0.474
42. H 0.399
43. H 0.414
44. H 0.209
45. H 0.381
46. H -0.038
47. H 0.800
48. H 0.283
49. H 0.366
50. H 0.447
51. H 0.476
52. H 0.575
53. H 0.522
54. H 0.319
55. H 0.687
56. H 0.244
57. H 0.344
58. H 0.388
59. H 0.363
60. H 0.358
61. H 0.215
62. H 0.513
63. H 0.503
64. H 0.186
65. H 0.261
66. H 0.767
67. H 0.749
68. H 0.160
69. H 0.216
70. H 0.451
71. H 0.375
72. H 0.253
73. H 0.510
74. H 0.219
75. H 0.407
76. H 0.109
77. C 0.613
78. O -0.559
79. N -0.379
80. N -0.462
81. H 0.156
82. H 0.247
83. H 0.239
84. H 0.133
85. C 0.510
86. O -0.493
87. N -0.378
88. N -0.433
89. H 0.160
90. H 0.215
91. H 0.220
92. H 0.149
93. C 0.636
94. O -0.667
95. N -0.422
96. N -0.359
97. H 0.152
98. H 0.226
99. H 0.224